(1)
DFT (ωB97M-V with the def2-TZVPD basis set) results for a molecular structure, C14H23N2PRuSe in a non-equilibrium geometry.

Structure (XYZ):
```
42
Properties=species:S:1:pos:R:3:lowdin_charge:R:1
C 1.624 -0.836 -3.392 -0.01
C 2.385 -0.973 -2.231 -0.01
C 1.773 -0.935 -0.969 -0.27
C 0.387 -0.795 -0.874 -0.24
C -0.385 -0.680 -2.040 -0.29
C 0.237 -0.708 -3.297 0.00
C 2.605 -1.058 0.264 -0.12
C 2.034 -0.376 1.515 -0.19
N 1.792 1.029 1.526 -0.12
Ru -0.523 -0.774 0.974 0.66
C -1.865 -0.486 -1.899 -0.24
P -2.160 0.130 -0.171 0.76
H 3.463 -1.077 -2.265 0.13
H -0.376 -0.610 -4.186 0.13
H 2.111 -0.823 -4.359 0.13
H -2.428 -1.425 -2.029 0.11
H -2.264 0.255 -2.603 0.11
H 2.702 -2.123 0.530 0.15
H 3.619 -0.705 0.071 0.14
H 1.073 -0.937 1.842 0.07
C -3.898 -0.212 0.124 -0.23
C -2.137 1.931 -0.463 -0.23
H 2.686 -0.600 2.373 0.15
C 1.929 1.878 0.358 0.01
C 2.046 1.740 2.778 0.02
H -3.443 -2.562 3.208 0.12
H 2.408 2.825 0.657 0.12
H 2.510 1.430 -0.454 0.12
H 0.937 2.147 -0.040 0.10
H 2.618 2.662 2.588 0.12
H 1.106 2.037 3.264 0.13
H 2.609 1.121 3.487 0.12
H -3.009 2.216 -1.065 0.07
H -2.171 2.422 0.518 0.06
H -1.208 2.212 -0.972 0.05
H -4.512 0.301 -0.634 0.08
H -4.076 -1.297 0.083 0.06
H -4.156 0.157 1.127 0.06
H -0.429 0.821 1.087 0.02
Se -0.825 -3.258 0.935 0.87
C -1.933 -2.182 1.934 -0.84
N -2.855 -1.883 2.699 0.10
```

Summary:
**<S²>**: 6.042
**Energy**: -3493.666600 Eh
**ΔE to the lowest compared entry with this formula, charge and spin**: 0.0 kJ/mol
**Orbital gap (alpha / beta)**: 7.33 / 5.41 eV
**E_HOMO (alpha / beta)**: -13.96 / -15.28 eV
**Multiplicity**: 5
**Lowest unoccupied orbital energy (alpha / beta)**: -0.2437 / -0.3626 Eh
**Net charge**: +2

---

(2)
DFT (ωB97M-V with the def2-TZVPD basis set) results for a single C14H23N5O2 molecule in a non-equilibrium geometry.

Structure (XYZ):
```
44
Properties=species:S:1:pos:R:3:lowdin_charge:R:1
C -1.286 -1.836 4.601 -0.11
C -0.832 -0.499 5.179 -0.26
C -0.365 0.514 4.132 -0.20
C -1.453 0.964 3.146 -0.19
N -1.624 0.081 2.013 0.07
C -0.765 0.167 0.970 -0.34
N -0.005 1.230 0.731 0.21
C 0.628 0.946 -0.427 -0.22
C 0.265 -0.300 -0.906 -0.07
C 0.799 -0.853 -2.100 -0.37
O 0.553 -1.945 -2.588 0.05
N 1.703 0.036 -2.705 0.03
C 2.330 -0.391 -3.944 -0.01
C 2.085 1.288 -2.258 -0.44
O 2.885 1.960 -2.876 0.07
N 1.519 1.735 -1.082 0.01
C 1.872 3.033 -0.551 -0.01
N -0.638 -0.801 0.026 0.04
C -1.322 -2.063 -0.103 -0.14
C -2.577 -1.955 -0.974 -0.22
C -3.657 -1.077 -0.356 -0.10
H -1.415 -2.563 5.400 0.07
H -2.243 -1.740 4.090 0.06
H -0.545 -2.226 3.906 0.07
H -1.647 -0.063 5.760 0.11
H -0.001 -0.680 5.865 0.10
H 0.469 0.103 3.560 0.11
H 0.003 1.397 4.657 0.11
H -1.183 1.935 2.729 0.11
H -2.416 1.047 3.656 0.12
H -1.967 -0.845 2.218 0.10
H 2.092 0.313 -4.741 0.10
H 3.412 -0.423 -3.820 0.10
H 1.944 -1.380 -4.180 0.08
H 0.981 3.656 -0.480 0.09
H 2.302 2.918 0.444 0.09
H 2.596 3.482 -1.228 0.09
H -0.624 -2.757 -0.579 0.12
H -1.576 -2.440 0.893 0.12
H -2.965 -2.963 -1.132 0.11
H -2.283 -1.557 -1.946 0.11
H -3.996 -1.491 0.592 0.07
H -3.287 -0.070 -0.181 0.07
H -4.514 -1.014 -1.022 0.07
```

Summary:
**Energy**: -971.615184 Eh
**ΔE to the lowest compared entry with this formula, charge and spin**: 25.2 kJ/mol
**Orbital gap**: 8.31 eV
**E_HOMO**: -7.65 eV
**Multiplicity**: 1
**Lowest unoccupied orbital energy**: 0.0240 Eh
**Net charge**: 0

---

(3)
DFT (ωB97M-V with the def2-TZVPD basis set) results for 2 unconnected molecules or ions with the total composition C14H23O in a non-equilibrium geometry.

Structure (XYZ):
```
38
Properties=species:S:1:pos:R:3:lowdin_charge:R:1
C -0.379 -2.542 -1.009 -0.38
C 0.837 -3.065 -0.324 -0.07
C -0.380 -1.293 -1.607 -0.03
C -1.576 -3.427 -1.027 -0.05
H 1.547 -2.262 -0.073 0.09
H 0.580 -3.571 0.623 0.08
H 1.335 -3.833 -0.943 0.09
H -1.265 -1.001 -2.189 0.08
H 0.557 -0.913 -2.040 0.08
H -1.738 -3.889 -0.036 0.08
H -2.487 -2.892 -1.339 0.09
H -1.427 -4.277 -1.718 0.10
H -0.994 -0.259 -0.323 0.17
C -4.577 -5.288 2.583 -0.09
H -4.604 -5.351 1.484 0.08
H -5.442 -4.682 2.896 0.07
H -4.726 -6.302 2.983 0.08
C -3.262 -4.711 3.076 -0.36
H -2.452 -5.393 2.747 0.14
C -2.931 -3.349 2.499 -0.25
C -3.829 -2.581 1.822 -0.03
H -4.854 -2.932 1.662 0.11
C -3.468 -1.283 1.192 -0.12
H -3.756 -1.251 0.120 0.12
C -2.030 -0.908 1.320 -0.40
O -1.658 0.112 0.602 -0.04
C -1.152 -1.698 2.062 -0.05
H -0.120 -1.350 2.188 0.12
C -1.588 -2.874 2.667 -0.05
H -0.871 -3.497 3.214 0.11
C -3.195 -4.675 4.615 -0.23
H -3.354 -5.702 4.991 0.11
H -2.170 -4.401 4.921 0.10
C -4.185 -3.725 5.263 -0.10
H -4.084 -3.729 6.358 0.07
H -4.029 -2.688 4.924 0.08
H -5.229 -3.992 5.035 0.07
H -4.077 -0.459 1.629 0.13
```

Summary:
**<S²>**: 0.787
**Energy**: -622.381406 Eh
**ΔE to the lowest compared entry with this formula, charge and spin**: 78.6 kJ/mol
**Orbital gap (alpha / beta)**: 6.82 / 8.40 eV
**E_HOMO (alpha / beta)**: -6.19 / -8.44 eV
**Multiplicity**: 2
**Lowest unoccupied orbital energy (alpha / beta)**: 0.0234 / -0.0015 Eh
**Net charge**: 0

---

(4)
DFT (ωB97M-V with the def2-TZVPD basis set) results for 3 unconnected molecules or ions with the total composition C14H24BF6O8S in a non-equilibrium geometry.

Structure (XYZ):
```
54
Properties=species:S:1:pos:R:3:lowdin_charge:R:1
O -2.412 5.224 -3.121 0.07
C -1.252 4.875 -3.332 -0.29
O -0.727 3.741 -2.802 -0.10
C -1.000 2.540 -3.559 -0.14
C -2.138 1.749 -2.946 -0.15
C -2.221 1.783 -1.426 -0.22
C -3.041 2.953 -0.865 -0.32
S -1.944 4.192 -0.124 1.17
C -1.321 3.420 1.377 -0.23
B -0.211 4.419 1.947 -0.71
O -0.615 5.716 2.037 0.17
O 1.021 3.971 2.323 0.19
H -0.582 5.501 -3.926 0.16
H -1.280 2.813 -4.568 0.13
H -0.078 1.983 -3.596 0.13
H -3.078 2.076 -3.371 0.12
H -2.011 0.723 -3.267 0.12
H -2.768 0.903 -1.120 0.11
H -1.254 1.700 -0.952 0.09
H -3.612 3.457 -1.628 0.09
H -3.674 2.605 -0.064 0.10
H -2.744 5.155 0.360 0.05
H -2.137 3.262 2.068 0.11
H -0.869 2.484 1.094 0.06
H 0.128 6.293 2.239 0.13
H 1.714 4.516 1.942 0.12
C 1.785 -1.064 4.720 -0.05
C 2.236 -0.274 3.512 -0.18
O 1.531 -0.701 2.320 0.05
C 0.347 -0.180 2.120 -0.41
O -0.227 0.626 2.791 0.16
C -0.232 -0.711 0.799 -0.55
F -0.038 -2.011 0.646 0.19
F 0.348 -0.076 -0.235 0.16
F -1.539 -0.465 0.740 0.17
H 1.902 -2.132 4.542 0.09
H 2.380 -0.786 5.588 0.09
H 0.737 -0.874 4.946 0.08
H 3.286 -0.456 3.299 0.13
H 2.101 0.797 3.652 0.12
C 1.347 -4.896 -2.912 -0.05
C 1.033 -4.536 -1.476 -0.21
O 1.072 -5.697 -0.629 0.04
C 2.272 -6.049 -0.194 -0.40
O 3.305 -5.504 -0.427 0.18
C 2.145 -7.272 0.731 -0.57
F 1.316 -8.178 0.220 0.18
F 1.664 -6.884 1.916 0.17
F 3.326 -7.833 0.919 0.19
H 0.674 -5.677 -3.265 0.09
H 1.237 -4.022 -3.553 0.08
H 2.367 -5.268 -3.008 0.08
H 0.018 -4.152 -1.391 0.12
H 1.712 -3.776 -1.093 0.12
```

Summary:
**Energy**: -2171.885227 Eh
**ΔE to the lowest compared entry with this formula, charge and spin**: 0.0 kJ/mol
**Orbital gap**: 10.05 eV
**E_HOMO**: -12.80 eV
**Multiplicity**: 1
**Lowest unoccupied orbital energy**: -0.1011 Eh
**Net charge**: +1

---

(5)
DFT (ωB97M-V with the def2-TZVPD basis set) results for a molecular structure, C14H24CdClN5O6 in a non-equilibrium geometry.

Structure (XYZ):
```
51
Properties=species:S:1:pos:R:3:lowdin_charge:R:1
O -0.253 -0.822 -4.020 -0.15
H 0.504 -0.482 -4.536 0.10
Cd 0.386 -0.157 -0.990 1.36
N 0.277 1.713 0.486 -0.19
N 2.063 1.412 -1.450 -0.27
N -0.910 -1.122 0.704 -0.06
N -0.207 -2.340 -1.526 -0.09
O -0.592 1.879 1.440 -0.28
O -1.247 -0.539 1.874 -0.06
O -0.061 -2.971 -2.728 -0.08
O 2.828 1.269 -2.443 -0.23
C 2.238 2.470 -0.608 -0.32
C 1.327 2.569 0.484 -0.31
C -1.190 -2.421 0.627 -0.27
C -0.816 -3.079 -0.607 -0.27
C 1.504 3.509 1.627 -0.03
H 1.834 2.965 2.526 0.09
H 0.555 4.005 1.862 0.08
H 2.258 4.266 1.401 0.06
C 3.372 3.396 -0.844 -0.06
H 3.478 3.585 -1.919 0.07
H 4.313 2.953 -0.487 0.09
H 3.218 4.345 -0.325 0.06
C -1.846 -3.171 1.739 -0.02
C -1.142 -4.498 -0.910 -0.01
H -2.190 -2.478 2.512 0.08
H -1.142 -3.884 2.189 0.10
H -2.699 -3.747 1.361 0.09
H -0.340 -4.952 -1.500 0.09
H -2.070 -4.561 -1.499 0.11
H -1.287 -5.070 0.011 0.08
H -1.007 0.464 1.715 0.03
H -0.057 -2.163 -3.384 0.05
C -0.697 0.346 -2.878 -0.04
H 0.181 0.997 -2.714 0.05
H -1.312 -0.207 -2.147 0.06
H -1.419 0.959 -3.411 0.09
O -3.393 2.614 0.754 -0.09
H -3.780 1.829 0.334 0.02
H -2.472 2.350 0.965 -0.01
Cl 3.645 -0.609 4.014 0.71
C 3.386 -1.236 2.443 -0.66
C 4.171 -2.282 1.951 -0.08
C 3.917 -2.742 0.661 -0.05
C 2.903 -2.133 -0.085 -0.14
N 2.174 -1.122 0.392 -0.01
C 2.375 -0.684 1.645 -0.14
H 4.948 -2.705 2.579 0.11
H 4.478 -3.555 0.213 0.11
H 2.670 -2.468 -1.101 0.11
H 1.740 0.113 2.026 0.10
```

Summary:
**Energy**: -1900.722541 Eh
**Orbital gap (alpha / beta)**: 5.38 / 5.38 eV
**E_HOMO (alpha / beta)**: -6.07 / -6.08 eV
**Multiplicity**: 1
**Lowest unoccupied orbital energy (alpha / beta)**: -0.0254 / -0.0255 Eh
**Net charge**: 0